1.
ORCA calculation (ωB97M-V/def2-TZVPD) on an isolated molecule of C4H8N2 at a distorted geometry.

As for the HOMO-LUMO gap: 10.17 eV. The calculation puts the LUMO energy at 0.795 eV. Its spin multiplicity is 1. The value obtained for the calculated total energy is -266.6419 a.u. As for the HOMO energy: -9.4 eV.

Positions of all 14 atoms, in Å:
C (-0.1771, 1.7999, -0.4276)
N (0.7600, 0.7398, -0.1596)
C (0.2280, -0.4303, 0.5105)
C (-0.7269, -1.1152, -0.4907)
C (1.1960, -1.4569, 1.0526)
N (1.7519, -2.4569, 1.3706)
H (-0.5977, 1.5568, -1.5228)
H (0.3483, 2.8472, -0.3018)
H (-1.2580, 1.7355, 0.2536)
H (1.6182, 0.8940, 0.3220)
H (-0.4037, -0.2265, 1.4780)
H (-0.1105, -1.2812, -1.3149)
H (-1.5917, -0.5895, -0.8583)
H (-1.0369, -2.0168, 0.0885)

2.
ORCA calculation (ωB97M-V/def2-TZVPD) on an isolated molecule of C5H6O2 at a distorted geometry.

As for the HOMO-LUMO gap: 10.29 eV. The calculation puts the LUMO energy at 0.796 eV. Its spin multiplicity is 1. The value obtained for the calculated total energy is -344.4942 a.u. As for the HOMO energy: -9.5 eV.

Positions of all 13 atoms, in Å:
O (1.0632, -1.3983, -1.7447)
C (0.3586, -0.7105, -1.0392)
C (-1.0110, -1.1209, -0.5043)
O (-1.4195, -0.0832, 0.3708)
C (-0.5088, 0.9884, 0.3735)
C (0.7108, 0.7341, 1.1186)
C (0.6589, 0.6373, -0.5084)
H (-0.8921, -2.0752, 0.0281)
H (-1.7696, -1.2581, -1.2852)
H (-1.0186, 1.9415, 0.4148)
H (0.8680, -0.1821, 1.6588)
H (1.2724, 1.6177, 1.4403)
H (1.6879, 0.9092, -0.3229)

3.
ORCA calculation (ωB97M-V/def2-TZVPD) on a structure of composition C39H34BBrCl2N13O6STl at a distorted geometry.

As for the HOMO-LUMO gap: 6.47 eV. The calculation puts the LUMO energy at 2.951 eV. Its spin multiplicity is 1. The value obtained for the calculated total energy is -6759.8385 a.u. The net charge is -2. As for the HOMO energy: -3.5 eV.

Positions of all 98 atoms, in Å:
Tl (13.1145, 11.4603, 16.4551)
C (16.3100, 10.0199, 12.4556)
C (15.6461, 11.0597, 13.1195)
N (15.8755, 10.9875, 14.4717)
N (16.6419, 9.8778, 14.6651)
C (17.0285, 9.3184, 13.4803)
B (17.0072, 9.3909, 16.1186)
N (16.1234, 8.1565, 16.5674)
C (16.5408, 6.9738, 17.0676)
C (15.5130, 6.4175, 17.8625)
C (14.4676, 7.4123, 17.8379)
N (14.8487, 8.4568, 17.0560)
N (17.1170, 10.5142, 17.1732)
C (17.9423, 11.5955, 17.1656)
C (18.0580, 12.0915, 18.5038)
C (17.2081, 11.2431, 19.2577)
N (16.6332, 10.3153, 18.4730)
H (16.3017, 9.8599, 11.3763)
H (14.9556, 11.8314, 12.8173)
H (17.7429, 8.5119, 13.3696)
H (18.0446, 8.8494, 15.9571)
H (17.5008, 6.5053, 16.8407)
H (15.5900, 5.5541, 18.4894)
H (13.4910, 7.4954, 18.3288)
H (18.4369, 11.9280, 16.2715)
H (18.7385, 12.8616, 18.8654)
H (16.9017, 11.2307, 20.2864)
Cl (9.1044, 12.5469, 15.6758)
C (9.8414, 14.1401, 15.3677)
Cl (10.9827, 14.7176, 16.5767)
H (9.0718, 14.8804, 15.2996)
H (10.3705, 13.9786, 14.3933)
C (12.5793, 14.0658, 21.2698)
C (12.4817, 13.3555, 20.0681)
N (13.2653, 13.6184, 19.0239)
C (14.1291, 14.6513, 19.1119)
C (14.3910, 15.3593, 20.3629)
C (13.5230, 15.0642, 21.4282)
C (15.4003, 16.4037, 20.4403)
C (16.2339, 16.6552, 19.3891)
C (16.0193, 15.9600, 18.1094)
C (16.6934, 16.3545, 16.9189)
C (16.4031, 15.7325, 15.7256)
C (15.4451, 14.6913, 15.7331)
N (14.7478, 14.3228, 16.7998)
C (14.9612, 14.9868, 17.9594)
H (11.9289, 13.7453, 22.0905)
H (11.7525, 12.5598, 19.8939)
H (13.5869, 15.6177, 22.3667)
H (15.5273, 16.9760, 21.3816)
H (17.0488, 17.3833, 19.5587)
H (17.3052, 17.2572, 16.9494)
H (16.9073, 15.9928, 14.7994)
H (15.1312, 14.1648, 14.8270)
Br (13.0293, 13.6882, 7.7184)
C (13.1966, 14.1952, 9.5255)
C (14.0317, 15.3125, 9.8497)
N (14.1994, 15.7337, 11.0595)
C (13.6416, 15.0354, 12.0659)
C (12.8373, 13.8993, 11.8972)
C (12.5618, 13.5210, 10.5433)
C (12.2523, 13.1726, 13.0500)
O (11.0508, 12.7894, 12.8955)
O (13.0023, 13.0011, 14.1317)
H (14.5192, 15.8606, 9.0521)
H (13.7856, 15.4581, 13.0560)
H (11.9428, 12.7034, 10.2807)
O (12.3263, 9.0431, 19.5248)
C (11.3131, 9.7490, 19.3160)
O (11.1212, 10.5530, 18.2446)
C (10.2218, 9.7444, 20.3830)
C (10.2162, 8.7636, 21.4086)
C (9.2171, 8.7254, 22.3960)
C (8.2433, 9.7104, 22.3883)
C (8.3069, 10.6892, 21.4275)
C (9.2534, 10.7312, 20.3809)
N (7.4281, 11.8421, 21.5995)
O (7.5185, 12.7158, 20.6878)
O (6.6206, 11.8504, 22.5391)
H (11.0068, 7.9969, 21.3313)
H (9.1563, 7.9429, 23.1792)
H (7.4116, 9.8079, 23.1181)
H (9.1765, 11.5110, 19.6131)
C (13.6194, 6.9638, 11.7560)
C (13.1196, 6.2890, 13.0044)
C (12.1552, 7.1818, 13.7488)
N (12.2340, 8.4840, 13.7150)
N (11.4468, 9.1351, 14.6290)
C (10.6500, 8.2778, 15.2707)
N (9.8669, 8.6930, 16.3229)
S (10.9437, 6.6175, 14.8485)
H (14.4005, 6.3416, 11.3277)
H (14.0477, 7.9443, 12.0225)
H (12.8302, 7.1221, 10.9768)
H (13.9563, 6.0831, 13.7092)
H (12.5608, 5.3708, 12.7714)
H (10.1352, 9.5260, 16.8243)
H (9.2780, 8.0199, 16.8332)

4.
ORCA calculation (ωB97M-V/def2-TZVPD) on a structure of composition C47H47AsCl4N5O4P2S3W.

As for the HOMO-LUMO gap (alpha / beta): 5.74 / 5.77 eV. The calculation puts the LUMO energy (alpha / beta) at -4.055 / -4.034 eV. Its spin multiplicity is 1. The value obtained for the calculated total energy is -8414.7380 a.u. The net charge is +1. As for the HOMO energy (alpha / beta): -9.8 / -9.8 eV.

Positions of all 114 atoms, in Å:
W (-0.1616, -1.0902, -0.0481)
N (1.3455, -4.8466, 6.8800)
C (0.9444, -3.7996, 6.0901)
C (1.6783, -2.6039, 6.0653)
C (1.2998, -1.5643, 5.2446)
C (0.1910, -1.7095, 4.4138)
C (-0.5659, -2.8755, 4.4527)
C (-0.1909, -3.9148, 5.2757)
S (-0.3602, -0.3928, 3.4103)
O (0.0289, 0.8445, 4.0138)
O (-1.7209, -0.6692, 3.0421)
N (0.4295, -0.4249, 1.9259)
C (1.7695, -0.3367, 1.7877)
N (2.6398, -0.1680, 2.7767)
C (3.9189, -0.1586, 2.4349)
C (4.3539, -0.3587, 1.1278)
C (3.3843, -0.5307, 0.1649)
N (2.0836, -0.4661, 0.4648)
H (1.9929, -4.6570, 7.6250)
H (0.6819, -5.5769, 7.0706)
H (2.5378, -2.4936, 6.7154)
H (1.8468, -0.6326, 5.2432)
H (-1.4537, -2.9520, 3.8434)
H (-0.7847, -4.8208, 5.3054)
H (4.6292, -0.0069, 3.2418)
H (5.4016, -0.3716, 0.8682)
H (3.6438, -0.6886, -0.8720)
Cl (-5.0179, -5.5232, 1.8890)
C (-4.1940, -4.1661, 1.2416)
C (-4.8941, -3.2262, 0.4698)
Cl (-6.5728, -3.4334, 0.1814)
C (-4.2339, -2.1312, -0.0785)
Cl (-5.0517, -0.9740, -1.0400)
C (-2.8747, -1.9900, 0.1722)
O (-2.0655, -1.0116, -0.2913)
C (-2.1871, -2.9014, 0.9569)
O (-0.9106, -2.5980, 1.0919)
C (-2.8339, -4.0131, 1.4834)
Cl (-1.9312, -5.1647, 2.3882)
C (-2.5556, 6.8129, -3.2400)
S (-2.5867, 5.2322, -4.1038)
C (-2.8523, 4.1336, -2.6925)
C (-2.9998, 2.6996, -3.1816)
C (-2.8859, 1.6972, -2.0396)
N (-1.5490, 1.7395, -1.4980)
P (-0.8873, 1.5401, -0.1270)
C (0.5950, 2.5720, -0.0746)
C (0.8164, 3.4153, -1.1621)
C (1.9274, 4.2487, -1.1829)
C (2.8310, 4.2313, -0.1288)
C (2.6026, 3.4073, 0.9671)
C (1.4817, 2.5910, 1.0057)
C (-1.9178, 1.9213, 1.3035)
C (-1.5333, 2.8064, 2.3062)
C (-2.4307, 3.1515, 3.3063)
C (-3.7107, 2.6229, 3.3087)
C (-4.1065, 1.7510, 2.3021)
C (-3.2142, 1.3974, 1.3070)
P (0.5841, -0.1822, -2.3884)
C (-0.2471, 0.5565, -3.8210)
C (-1.3211, -0.0761, -4.4360)
C (-1.8720, 0.4673, -5.5880)
C (-1.3595, 1.6406, -6.1203)
C (-0.2961, 2.2800, -5.4961)
C (0.2621, 1.7411, -4.3497)
C (2.3456, -0.0642, -2.7913)
C (3.0183, -1.0887, -3.4500)
C (4.3718, -0.9583, -3.7266)
C (5.0518, 0.1950, -3.3533)
C (4.3800, 1.2218, -2.7030)
C (3.0297, 1.0915, -2.4125)
H (-2.3827, 7.5905, -3.9818)
H (-1.7504, 6.8408, -2.5056)
H (-3.5083, 7.0040, -2.7472)
H (-3.7448, 4.4497, -2.1460)
H (-1.9987, 4.2114, -2.0157)
H (-2.2146, 2.4798, -3.9056)
H (-3.9593, 2.5761, -3.6910)
H (-3.1177, 0.6972, -2.4175)
H (-3.6460, 1.9337, -1.2915)
H (0.1051, 3.4162, -1.9793)
H (2.0831, 4.9127, -2.0239)
H (3.6975, 4.8801, -0.1468)
H (3.2831, 3.4207, 1.8094)
H (1.2803, 2.0067, 1.8964)
H (-0.5451, 3.2417, 2.3142)
H (-2.1222, 3.8346, 4.0869)
H (-4.4046, 2.8928, 4.0942)
H (-5.1084, 1.3415, 2.2966)
H (-3.5253, 0.7159, 0.5320)
H (-1.7260, -0.9940, -4.0291)
H (-2.7029, -0.0319, -6.0685)
H (-1.7941, 2.0657, -7.0152)
H (0.0935, 3.2053, -5.8984)
H (1.1005, 2.2415, -3.8792)
H (2.4847, -1.9836, -3.7475)
H (4.8947, -1.7533, -4.2418)
H (6.1071, 0.2927, -3.5722)
H (4.9083, 2.1190, -2.4079)
H (2.5192, 1.8749, -1.8639)
C (0.4487, -4.8540, -0.4451)
As (1.4322, -3.3288, 0.2249)
C (1.8780, -3.7443, 2.0565)
C (3.1144, -3.6559, -0.6889)
S (0.0485, -2.1555, -2.2528)
H (0.8672, -5.7558, -0.0001)
H (0.5714, -4.8942, -1.5257)
H (-0.6056, -4.7883, -0.1968)
H (2.1507, -4.7969, 2.1226)
H (1.0219, -3.5452, 2.6923)
H (2.7232, -3.1323, 2.3723)
H (3.3817, -4.6928, -0.4867)
H (3.9155, -3.0146, -0.3340)
H (2.9780, -3.5204, -1.7602)

5.
ORCA calculation (ωB97M-V/def2-TZVPD) on an isolated molecule of C8H10O2 at a distorted geometry.

As for the HOMO-LUMO gap (alpha / beta): 4.89 / 5.86 eV. The calculation puts the LUMO energy (alpha / beta) at 0.316 / -2.851 eV. Its spin multiplicity is 3. The value obtained for the calculated total energy is -460.9624 a.u. As for the HOMO energy (alpha / beta): -4.6 / -8.7 eV.

Positions of all 20 atoms, in Å:
C (1.8075, 3.5544, -0.9869)
C (1.2778, 2.4485, -0.8939)
C (-1.2169, -0.0325, 0.5025)
C (-0.3873, -1.0096, 1.4104)
C (-0.5323, 1.2473, 0.0830)
C (0.1724, -2.1018, 0.5859)
C (-0.5911, -2.5882, -0.6030)
C (0.5380, 1.2279, -0.9122)
O (0.6972, -1.8935, -0.7558)
O (0.6791, 0.3629, -1.7921)
H (2.5291, 4.3449, -0.9735)
H (-1.8006, -0.5939, -0.2557)
H (-2.0923, 0.3092, 1.1583)
H (0.3684, -0.4774, 1.9592)
H (-1.1028, -1.3871, 2.1695)
H (-1.1442, 1.8440, -0.5257)
H (-0.1503, 2.0223, 0.8026)
H (0.9500, -2.6697, 1.0178)
H (-0.4653, -3.6791, -0.8606)
H (0.4636, -0.9286, -1.1299)

Respective energy relative to the best compared isomer or geometry (same formula, charge and spin) values: 50.26; 67.60; 0.00; 55.23; 75.13 kcal/mol.